# 1
14
Properties=species:S:1:pos:R:3 method="wB97M-V/def2-TZVPD" smiles="C1=NNSC1.C=N" lumo_energy_ev=0.8 orbital_gap_ev=9.00 de_lowest_kj_mol=373.61 multiplicity=1
C -0.17338 1.65233 -0.07261
C 1.03225 1.39996 -0.97850
C -0.49188 -1.81905 1.57863
N -1.01395 -0.12028 -1.06943
N -1.09481 0.78224 -0.08544
N 0.72362 -1.97532 1.19950
S 0.60140 -0.09602 -1.82163
H -0.36220 2.61740 0.29719
H 1.25034 2.38888 -1.67176
H -1.04276 -2.57993 2.08975
H 1.95464 1.15740 -0.33601
H -1.06804 -0.89944 1.31543
H -1.30726 -1.07319 -0.83505
H 0.99201 -1.43498 0.38992

# 2
14
Properties=species:S:1:pos:R:3 method="wB97M-V/def2-TZVPD" lumo_energy_ev="-0.2 / -0.2" orbital_gap_ev="7.72 / 7.72" de_lowest_kj_mol=506.38 multiplicity=1
C -0.39971 -1.02442 -0.42133
C 0.50370 0.07015 -0.44039
C 1.65860 -0.04895 0.51856
N -1.56653 1.23970 0.05655
N -0.26088 1.34180 -0.08910
N -2.16276 0.18567 -0.09046
S -3.63108 -0.48643 -0.16602
H -0.68771 -1.51640 -1.38103
H -0.66554 -1.51729 0.45697
H 1.00992 0.34774 -1.48753
H 1.40327 -0.03262 1.57229
H 2.53818 0.68526 0.45124
H 2.04103 -1.02186 0.35256
H 0.21951 1.77765 0.66769

# 3
15
Properties=species:S:1:pos:R:3 method="wB97M-V/def2-TZVPD" smiles="[H]/N=C(/NS)S/N=C/C" lumo_energy_ev=0.7 orbital_gap_ev=9.65 de_lowest_kj_mol=162.42 multiplicity=1
C 2.71087 -1.12049 -0.13934
C 1.98212 0.16915 0.06113
C -1.76948 1.12526 -0.10311
H 1.97800 -1.91228 -0.21923
H 3.33275 -1.31665 0.74597
H 3.39891 -1.12354 -1.00208
H 2.54639 1.13484 0.09753
H -2.36653 2.87115 -0.02515
H -1.07789 -0.79701 -0.26273
H -3.41809 -1.37734 1.20960
N 0.74467 0.12446 0.05553
N -2.72502 1.93878 -0.00523
N -1.90771 -0.24566 -0.16090
S -0.05662 1.60032 -0.12569
S -3.37238 -1.07098 -0.12631

# 4
15
Properties=species:S:1:pos:R:3 method="wB97M-V/def2-TZVPD" lumo_energy_ev=0.5 orbital_gap_ev=9.39 de_lowest_kj_mol=237.49 multiplicity=1
C 1.73566 -1.16049 -0.41234
C 1.23311 1.11117 0.06778
C -0.66205 -0.09914 0.97559
H 1.80120 -1.71151 0.54421
H 2.54099 -1.53882 -1.06986
H 0.75262 -1.27054 -0.91949
H 1.45745 2.17182 0.00392
H -1.52147 2.08518 -1.33927
H 0.01012 -0.33581 1.78518
H -3.52717 -1.55471 -0.13670
N 2.07598 0.20274 -0.14495
N -0.19652 0.93587 0.18751
N -1.73542 -0.74539 0.88555
S -1.14394 2.35405 0.00010
S -2.82056 -0.44445 -0.42723

# 5
15
Properties=species:S:1:pos:R:3 method="wB97M-V/def2-TZVPD" lumo_energy_ev="0.5 / -2.3" s2=2.0080 orbital_gap_ev="6.27 / 5.69" de_lowest_kj_mol=191.29 multiplicity=3
C 1.94248 -0.29757 0.99273
C 0.39718 -0.28992 0.75596
C -1.44900 0.08528 -0.78961
N 2.75370 -1.48167 1.27637
N 2.26399 -2.63567 1.43765
N -0.04989 -0.02801 -0.46620
S 0.50521 -2.61191 1.22572
S 3.24903 -4.05342 1.81637
H 2.41574 0.13684 0.10451
H 2.15789 0.37372 1.83212
H -0.24848 -0.05148 1.58504
H -2.00500 0.35587 0.10522
H -1.57808 0.86660 -1.54009
H -1.84590 -0.85446 -1.18336
H 0.55359 -0.27711 -1.24130

# 6
14
Properties=species:S:1:pos:R:3 method="wB97M-V/def2-TZVPD" total_charge=+1 lumo_energy_ev=-4.9 orbital_gap_ev=9.88 de_lowest_kj_mol=233.19 multiplicity=1
C 2.53397 -0.12790 0.12717
C 2.00942 1.17157 0.17394
C 0.55521 -0.92875 -0.34312
N 1.85271 -1.16286 -0.32499
N -0.02938 0.23076 -0.13058
N -2.76000 -0.11993 0.04088
N 0.65704 1.31584 0.09978
H 3.63535 -0.35444 0.38388
H 2.71050 1.88118 0.52463
H -0.06426 -1.74761 -0.91608
H -3.27758 0.76192 -0.21130
H -1.35386 0.28573 0.13688
H -3.17528 -0.90140 -0.48616
H -3.29385 -0.30412 0.92506

# 7
14
Properties=species:S:1:pos:R:3 method="wB97M-V/def2-TZVPD" total_charge=+1 lumo_energy_ev="-5.6 / -5.6" orbital_gap_ev="8.31 / 8.30" de_lowest_kj_mol=309.54 multiplicity=1
C -1.70787 -0.41872 -0.52487
C 0.94326 -0.48145 -0.14227
C -1.33555 0.07572 0.70874
N -1.93490 -0.87064 -1.57658
N 1.95597 0.08186 0.49294
N -1.39140 1.49765 0.76883
N 1.15058 -1.12580 -1.20037
H -1.42909 -0.35471 1.68434
H 1.63516 0.70814 1.26709
H 2.93465 -0.01754 0.23818
H -1.47143 1.85537 1.64302
H -1.63341 1.95871 -0.04374
H 0.22794 -1.38110 -1.67933
H 2.05607 -1.52749 -1.63599

# 8
14
Properties=species:S:1:pos:R:3 method="wB97M-V/def2-TZVPD" total_charge=+1 smiles="C[N+]1(C)N=CN=N1" lumo_energy_ev="-7.0 / -7.4" orbital_gap_ev="9.53 / 9.00" de_lowest_kj_mol=696.83 multiplicity=1
C 1.98196 0.74670 -0.03687
C -0.78804 0.10732 1.19353
C -1.00524 -0.43827 -1.11462
N 0.75053 1.03160 -0.10810
N 2.24829 -0.53400 0.18477
N 0.78015 -1.20437 0.16488
N -0.02067 -0.14805 -0.03168
H 2.68191 1.55919 -0.23289
H -1.06325 1.19780 1.02953
H -1.63449 -0.54503 1.16899
H -0.27544 -0.09741 2.13051
H -0.40763 -0.53255 -2.16153
H -1.42813 -1.42076 -1.10528
H -1.81996 0.27781 -1.08123